Below is a 14-piece molecular cluster, C56H154N14O14 overall at a distorted geometry, with properties calculated with wB97M-V/def2-TZVPD.

Its orbital gap is 9.3 eV. The value obtained for the HOMO energy is -8.83 eV. The calculation puts the LUMO energy at 0.01789 Eh. The value obtained for the total energy is -4045.6319 hartree. Its charge is 0. The value obtained for the energy above the lowest of the compared OMol25 structures with the same formula, charge and spin is 322.88 kJ/mol.

CARTESIAN COORDINATES (ANGSTROEM)
C1 0.90 3.75 5.20
C2 0.71 2.86 3.96
C3 1.48 1.48 4.10
O1 2.82 1.73 4.31
C4 3.74 0.59 4.49
N1 -0.69 2.39 3.80
H1 0.77 3.17 6.11
H2 0.25 4.61 5.21
H3 1.92 4.11 5.19
H4 1.10 3.40 3.09
H5 1.28 0.83 3.24
H6 0.98 0.98 4.93
H7 4.55 1.08 4.92
H8 4.03 0.07 3.56
H9 3.24 -0.12 5.16
H10 -1.16 3.28 3.59
H11 -1.05 1.96 4.63
C5 3.35 2.20 -3.03
C6 2.50 3.33 -3.57
C7 1.89 4.22 -2.48
O2 1.32 3.47 -1.44
C8 0.69 4.24 -0.52
N2 3.31 4.18 -4.47
H12 4.08 2.51 -2.29
H13 4.00 1.70 -3.70
H14 2.72 1.53 -2.47
H15 1.69 2.91 -4.16
H16 1.19 4.90 -2.97
H17 2.68 4.81 -2.06
H18 1.39 4.97 -0.08
H19 0.29 3.62 0.24
H20 -0.18 4.77 -0.94
H21 3.91 4.77 -3.87
H22 2.72 4.79 -5.05
C9 -2.84 5.27 5.29
C10 -2.33 6.27 4.26
C11 -2.70 5.78 2.79
O3 -1.88 4.64 2.46
C12 -2.18 4.30 1.12
N3 -2.96 7.57 4.48
H23 -2.43 4.28 4.97
H24 -3.92 5.20 5.36
H25 -2.44 5.56 6.28
H26 -1.27 6.39 4.23
H27 -2.50 6.64 2.21
H28 -3.73 5.51 2.80
H29 -1.76 5.00 0.35
H30 -3.27 4.30 0.98
H31 -1.78 3.30 0.84
H32 -3.94 7.53 4.73
H33 -2.53 8.17 5.17
C13 1.31 -2.00 3.00
C14 1.12 -3.12 3.98
C15 0.98 -2.71 5.49
O4 2.17 -2.15 5.91
C16 2.18 -1.62 7.19
N4 -0.03 -3.88 3.47
H34 1.43 -2.40 1.95
H35 2.19 -1.43 3.24
H36 0.52 -1.28 3.08
H37 2.03 -3.71 3.99
H38 0.74 -3.63 6.08
H39 0.12 -1.97 5.63
H40 1.59 -0.69 7.29
H41 3.17 -1.34 7.59
H42 1.75 -2.33 7.88
H43 -0.19 -4.60 4.18
H44 -0.86 -3.37 3.23
C17 -0.69 1.75 -6.17
C18 -1.42 3.05 -6.54
C19 -2.58 3.42 -5.59
O5 -3.24 4.64 -5.97
C20 -4.16 5.15 -5.01
N5 -0.46 4.21 -6.68
H45 -1.44 0.93 -6.16
H46 -0.21 1.85 -5.22
H47 0.08 1.45 -6.90
H48 -1.89 2.94 -7.49
H49 -2.23 3.58 -4.58
H50 -3.35 2.61 -5.53
H51 -4.56 6.10 -5.42
H52 -3.66 5.40 -4.05
H53 -4.93 4.44 -4.80
H54 0.04 3.92 -7.50
H55 -1.05 4.97 -7.02
C21 8.93 -0.92 -1.55
C22 8.07 -0.84 -0.31
C23 6.83 0.05 -0.62
O6 6.04 -0.12 0.51
C24 4.91 0.78 0.36
N6 7.84 -2.18 0.29
H56 9.08 0.04 -2.02
H57 8.42 -1.56 -2.25
H58 9.89 -1.38 -1.24
H59 8.55 -0.22 0.49
H60 6.30 -0.31 -1.56
H61 7.07 1.14 -0.65
H62 4.17 0.47 -0.41
H63 5.30 1.80 0.19
H64 4.31 0.80 1.25
H65 7.59 -2.80 -0.48
H66 7.09 -2.26 0.94
C25 1.18 0.46 0.32
C26 -0.30 0.33 0.05
C27 -0.63 -0.81 -0.89
O7 0.32 -0.92 -1.90
C28 -0.03 -0.11 -3.05
N7 -1.13 0.11 1.29
H67 1.45 0.97 1.24
H68 1.63 0.97 -0.53
H69 1.61 -0.54 0.39
H70 -0.55 1.24 -0.52
H71 -1.65 -0.75 -1.32
H72 -0.58 -1.67 -0.25
H73 -0.86 -0.49 -3.64
H74 0.78 0.03 -3.71
H75 -0.18 0.91 -2.62
H76 -1.10 0.86 1.94
H77 -0.80 -0.65 1.86
C29 -0.19 -5.05 -1.63
C30 0.49 -4.99 -3.01
C31 0.24 -6.27 -3.83
O8 -1.12 -6.49 -4.03
C32 -1.47 -7.68 -4.69
N8 0.15 -3.78 -3.84
H78 -1.23 -5.25 -1.89
H79 -0.19 -4.08 -1.09
H80 0.29 -5.85 -1.02
H81 1.56 -4.99 -3.09
H82 0.58 -7.09 -3.22
H83 0.80 -6.18 -4.75
H84 -1.28 -8.55 -4.07
H85 -0.96 -7.79 -5.63
H86 -2.55 -7.62 -4.89
H87 -0.86 -3.83 -3.94
H88 0.45 -2.95 -3.38
C33 -3.73 -4.95 7.40
C34 -2.88 -4.24 6.37
C35 -3.82 -3.88 5.20
O9 -3.09 -3.38 4.11
C36 -3.92 -2.89 3.06
N9 -2.28 -3.05 6.92
H89 -3.17 -5.23 8.26
H90 -4.17 -5.85 6.97
H91 -4.46 -4.22 7.72
H92 -2.19 -5.00 5.91
H93 -4.55 -3.09 5.60
H94 -4.29 -4.82 4.90
H95 -4.69 -2.15 3.34
H96 -4.43 -3.72 2.55
H97 -3.29 -2.47 2.28
H98 -1.91 -2.49 6.14
H99 -1.54 -3.26 7.60
C37 3.43 -2.54 -1.17
C38 4.50 -3.10 -0.28
C39 4.01 -3.59 1.09
O10 5.09 -4.16 1.78
C40 4.76 -4.55 3.08
N10 5.25 -4.13 -1.00
H100 2.66 -3.31 -1.36
H101 3.86 -2.38 -2.16
H102 2.99 -1.65 -0.76
H103 5.19 -2.27 -0.07
H104 3.24 -4.39 0.98
H105 3.58 -2.78 1.67
H106 5.66 -4.98 3.53
H107 3.96 -5.27 3.15
H108 4.46 -3.71 3.73
H109 5.96 -4.51 -0.44
H110 4.54 -4.84 -1.20
C41 -5.42 1.11 1.45
C42 -5.07 0.46 0.09
C43 -4.24 1.48 -0.71
O11 -3.82 1.06 -1.97
C44 -3.04 2.10 -2.43
N11 -4.50 -0.88 0.27
H111 -6.31 0.62 1.85
H112 -5.59 2.19 1.43
H113 -4.56 0.97 2.16
H114 -6.01 0.31 -0.47
H115 -3.30 1.70 -0.08
H116 -4.80 2.42 -0.76
H117 -2.63 1.67 -3.35
H118 -2.25 2.33 -1.75
H119 -3.61 3.01 -2.73
H120 -4.38 -1.34 -0.62
H121 -3.58 -0.79 0.70
C45 -4.00 -4.30 -3.14
C46 -3.71 -2.80 -3.33
C47 -3.48 -2.45 -4.82
O12 -4.65 -2.86 -5.55
C48 -4.57 -2.64 -6.93
N12 -4.80 -2.03 -2.64
H122 -3.39 -5.03 -3.70
H123 -5.03 -4.53 -3.48
H124 -3.99 -4.45 -2.05
H125 -2.83 -2.45 -2.83
H126 -2.55 -2.95 -5.19
H127 -3.40 -1.37 -4.87
H128 -5.46 -3.07 -7.41
H129 -3.68 -3.05 -7.44
H130 -4.63 -1.56 -7.13
H131 -5.73 -2.30 -2.98
H132 -4.56 -1.06 -2.75
C49 3.49 1.25 -7.01
C50 3.86 2.45 -7.88
C51 2.71 3.46 -8.17
O13 1.53 2.78 -8.62
C52 1.67 2.32 -9.97
N13 5.05 3.15 -7.35
H133 2.91 0.51 -7.51
H134 2.99 1.56 -6.04
H135 4.46 0.84 -6.74
H136 4.21 2.00 -8.84
H137 2.94 4.31 -8.84
H138 2.38 3.79 -7.20
H139 0.75 1.89 -10.26
H140 2.45 1.53 -9.99
H141 2.03 3.16 -10.58
H142 4.86 3.50 -6.40
H143 5.79 2.45 -7.21
C53 -1.03 0.88 8.35
C54 -2.55 0.90 8.25
C55 -2.94 1.19 6.79
O14 -2.20 0.34 5.88
C56 -2.88 0.14 4.63
N14 -3.11 -0.33 8.74
H144 -0.67 1.14 9.35
H145 -0.63 1.68 7.70
H146 -0.56 -0.06 8.04
H147 -2.98 1.69 8.87
H148 -2.73 2.23 6.61
H149 -3.98 1.02 6.63
H150 -2.16 -0.33 3.94
H151 -3.21 1.09 4.26
H152 -3.73 -0.50 4.83
H153 -4.02 -0.46 8.35
H154 -2.56 -1.18 8.54